No. 1
ORCA calculation (ωB97M-V with the def2-TZVPD basis set) on an isolated ion of composition C2H8N5 and charge +1 at a distorted geometry.

The orbital gap is 10.510 eV. Its molar mass is 102.1 g/mol. Its SMILES is C[C@@]1([NH3+])N=NNN1. Its energy relative to the best compared isomer or geometry (same formula, charge and spin) is 84.4 kcal per mole. The LUMO energy comes out at -3.39 eV. For the strongest force on any atom, the calculation gives 0.0883 hartree/bohr.

```
! wB97M-V def2-TZVPD RIJCOSX def2/J DEFGRID3
* xyz 1 1
C 1.17 0.38 1.12
C 0.02 0.04 0.22
N 0.79 -1.13 -0.92
N -0.96 -0.97 0.48
N -2.07 -0.59 0.02
N -2.01 0.63 -0.48
N -0.67 1.11 -0.28
H 2.03 0.67 0.61
H 1.67 -0.54 1.52
H 0.79 0.98 1.85
H 0.16 -0.94 -1.68
H 0.75 -2.10 -0.62
H 1.74 -0.81 -1.10
H -2.85 1.16 -0.69
H -0.56 2.10 -0.06
*
```


No. 2
ORCA calculation (ωB97M-V with the def2-TZVPD basis set) on a 12-piece molecular cluster, C43H113N3O15 overall at a distorted geometry.

The orbital gap is 8.915 eV. Its molar mass is 912.4 g/mol. Its SMILES is COCCNCCOC.COCCNCCOC.COCCNCCOC.CC(C)O.CC(C)O.CC(C)O.CC(C)O.CC(C)O.CC(C)O.CC(C)O.CC(C)O.CO. Its energy relative to the best compared isomer or geometry (same formula, charge and spin) is 0.0 kcal per mole. The LUMO energy comes out at 0.39 eV. For the strongest force on any atom, the calculation gives 0.0443 hartree/bohr.

```
! wB97M-V def2-TZVPD RIJCOSX def2/J DEFGRID3
* xyz 0 1
C 5.64 1.67 -0.54
O 4.42 1.97 0.12
C 4.44 3.01 1.08
C 3.29 2.67 2.03
N 3.67 1.62 2.96
C 2.70 1.18 3.94
C 1.49 0.38 3.39
O 1.87 -0.92 3.02
C 1.90 -1.84 4.09
H 6.11 0.75 -0.19
H 6.40 2.45 -0.67
H 5.30 1.42 -1.56
H 4.22 4.00 0.66
H 5.39 3.04 1.62
H 2.43 2.32 1.44
H 2.96 3.57 2.57
H 4.02 0.82 2.44
H 2.37 1.95 4.64
H 3.26 0.55 4.64
H 1.07 0.88 2.51
H 0.62 0.46 4.05
H 2.51 -2.68 3.74
H 0.93 -2.19 4.44
H 2.57 -1.57 4.92
C -0.79 -2.72 1.87
O -0.15 -3.23 0.73
C 1.22 -2.95 0.64
C 1.58 -1.91 -0.42
N 0.97 -0.62 -0.09
C 1.77 0.45 -0.71
C 1.58 0.62 -2.21
O 2.55 1.42 -2.83
C 2.51 2.76 -2.38
H -1.87 -2.82 1.75
H -0.65 -1.65 2.06
H -0.59 -3.26 2.80
H 1.79 -3.87 0.47
H 1.68 -2.65 1.59
H 1.31 -2.22 -1.43
H 2.66 -1.74 -0.49
H 0.87 -0.36 0.88
H 2.82 0.38 -0.40
H 1.36 1.35 -0.22
H 0.63 1.17 -2.29
H 1.59 -0.40 -2.61
H 1.46 3.08 -2.41
H 2.97 3.43 -3.11
H 2.90 2.87 -1.37
C -5.65 5.04 0.46
O -4.46 4.27 0.61
C -4.64 2.89 0.36
C -3.27 2.26 0.39
N -2.51 2.54 1.63
C -1.07 2.53 1.35
C -0.56 3.83 0.69
O 0.57 4.34 1.34
C 1.00 5.58 0.76
H -5.96 5.00 -0.59
H -5.38 6.02 0.84
H -6.47 4.69 1.10
H -5.15 2.63 -0.57
H -5.22 2.48 1.20
H -2.72 2.49 -0.52
H -3.41 1.17 0.40
H -2.77 3.48 1.93
H -0.73 1.66 0.78
H -0.53 2.45 2.30
H -1.34 4.61 0.67
H -0.40 3.61 -0.37
H 1.90 5.84 1.31
H 0.23 6.30 1.07
H 1.12 5.54 -0.32
C 4.18 -1.56 -6.98
C 3.58 -0.24 -7.46
C 2.81 0.46 -6.35
O 4.67 0.67 -7.77
H 4.79 -1.39 -6.10
H 4.88 -1.92 -7.73
H 3.35 -2.24 -6.81
H 3.12 -0.33 -8.45
H 3.36 0.44 -5.40
H 1.86 -0.06 -6.17
H 2.51 1.50 -6.48
H 4.34 1.45 -8.21
C -3.09 -0.90 2.34
C -3.37 -0.29 3.72
C -2.05 0.00 4.41
O -4.07 0.93 3.53
H -2.30 -0.44 1.74
H -4.05 -0.97 1.84
H -2.76 -1.94 2.47
H -3.96 -1.02 4.27
H -2.19 0.29 5.46
H -1.57 0.90 4.03
H -1.38 -0.86 4.38
H -3.74 1.37 2.73
C -1.96 -2.95 5.85
C -2.28 -2.44 7.26
C -3.75 -2.44 7.65
O -1.56 -3.20 8.24
H -2.56 -2.48 5.08
H -2.18 -4.02 5.88
H -0.87 -2.89 5.73
H -1.79 -1.46 7.38
H -4.26 -1.50 7.43
H -3.93 -2.75 8.68
H -4.30 -3.21 7.09
H -0.78 -3.60 7.85
C -1.93 -1.37 -2.76
C -2.81 -0.54 -1.80
C -3.70 -1.42 -0.94
O -1.95 0.30 -1.05
H -1.36 -0.83 -3.51
H -2.55 -2.09 -3.30
H -1.21 -1.97 -2.19
H -3.47 0.08 -2.42
H -4.22 -0.78 -0.22
H -3.11 -2.23 -0.50
H -4.44 -1.89 -1.59
H -1.17 -0.22 -0.80
C 2.44 5.94 -4.19
C 2.56 7.20 -5.03
C 2.83 6.88 -6.52
O 1.37 7.98 -4.97
H 3.26 5.26 -4.44
H 1.57 5.32 -4.44
H 2.32 6.13 -3.13
H 3.26 7.88 -4.53
H 3.07 7.75 -7.12
H 1.93 6.42 -6.94
H 3.67 6.18 -6.53
H 0.57 7.44 -4.96
C 2.39 -7.01 0.89
C 2.84 -8.46 0.87
C 2.43 -9.16 -0.43
O 4.27 -8.47 1.01
H 2.41 -6.52 -0.09
H 2.96 -6.32 1.51
H 1.35 -6.98 1.24
H 2.47 -8.98 1.75
H 2.91 -10.13 -0.43
H 2.83 -8.61 -1.30
H 1.35 -9.15 -0.59
H 4.64 -8.16 0.17
C -0.96 2.31 -4.48
C -1.98 3.04 -3.59
C -3.44 2.77 -4.02
O -1.76 2.76 -2.24
H 0.04 2.75 -4.35
H -1.11 2.35 -5.56
H -0.67 1.34 -4.06
H -1.83 4.10 -3.80
H -3.60 3.26 -4.98
H -4.08 2.97 -3.16
H -3.57 1.71 -4.27
H -1.99 1.85 -1.97
C -6.61 -4.31 2.97
C -5.29 -4.74 3.61
C -4.12 -3.85 3.17
O -5.34 -4.72 5.02
H -6.72 -4.54 1.91
H -6.68 -3.25 3.24
H -7.39 -4.81 3.54
H -5.08 -5.77 3.27
H -3.18 -4.12 3.67
H -4.20 -2.80 3.43
H -3.87 -4.04 2.12
H -4.76 -5.41 5.35
C 4.23 -2.35 -3.18
O 5.44 -1.98 -2.51
H 4.43 -3.36 -3.53
H 3.40 -2.36 -2.47
H 3.94 -1.70 -4.00
H 5.93 -1.34 -3.04
*
```


No. 3
ORCA calculation (ωB97M-V with the def2-TZVPD basis set) on a 2-piece molecular cluster, CH4IN2 overall at a distorted geometry.

The orbital gap (spin up / spin down) is 6.714 / 6.720 eV. Its molar mass is 171.0 g/mol. Its energy relative to the best compared isomer or geometry (same formula, charge and spin) is 74.5 kcal per mole. The LUMO energy (spin up / spin down) comes out at -6.81 / -6.46 eV. For the strongest force on any atom, the calculation gives 0.0989 hartree/bohr.

```
! wB97M-V def2-TZVPD RIJCOSX def2/J DEFGRID3
* xyz 1 1
C -0.11 0.06 0.07
N -0.47 0.67 1.12
N 0.89 0.11 -0.70
I -1.82 -3.20 -1.37
H 0.01 1.55 1.54
H -1.02 0.20 1.76
H 1.66 0.85 -0.68
H 0.86 -0.24 -1.74
*
```


No. 4
ORCA calculation (ωB97M-V with the def2-TZVPD basis set) on one molecule with the formula C11H14N2O2 at a distorted geometry.

The orbital gap is 7.920 eV. Its molar mass is 206.2 g/mol. Its SMILES is CC#C\C(CC)=N/C=C\C=C\OC(N)=O. Its energy relative to the best compared isomer or geometry (same formula, charge and spin) is 82.8 kcal per mole. The LUMO energy comes out at 0.26 eV. For the strongest force on any atom, the calculation gives 0.1018 hartree/bohr.

```
! wB97M-V def2-TZVPD RIJCOSX def2/J DEFGRID3
* xyz 0 1
C -3.22 1.01 3.12
C -2.15 1.28 2.13
C -1.34 1.57 1.34
C -0.37 1.64 0.31
C -0.90 2.03 -1.03
C 0.31 2.11 -1.92
N 0.78 1.16 0.47
C 1.49 0.82 1.53
C 2.04 -0.39 1.69
C 2.14 -1.44 0.76
C 1.46 -1.57 -0.41
O 1.43 -2.66 -1.23
C 0.43 -2.82 -1.98
N 0.62 -3.94 -2.82
O -0.48 -2.03 -2.14
H -4.03 1.80 3.06
H -2.89 1.13 4.27
H -3.56 -0.04 2.91
H -1.54 1.31 -1.33
H -1.49 2.98 -1.07
H 0.53 1.05 -2.37
H 1.24 2.26 -1.26
H 0.07 2.78 -2.64
H 1.49 1.45 2.37
H 2.56 -0.57 2.58
H 2.70 -2.28 1.16
H 0.86 -0.71 -0.70
H 0.22 -3.78 -3.74
H 1.59 -4.15 -3.05
*
```


> Look up the energy relative to the best compared isomer or geometry (same formula, charge and spin) of the second one.

0.0 kcal per mole


> Number 3 is which compound?

CH4IN2


What did the fourth record say?
ORCA calculation (ωB97M-V with the def2-TZVPD basis set) on one molecule with the formula C11H14N2O2 at a distorted geometry.

The orbital gap is 7.920 eV. Its molar mass is 206.2 g/mol. Its SMILES is CC#C\C(CC)=N/C=C\C=C\OC(N)=O. Its energy relative to the best compared isomer or geometry (same formula, charge and spin) is 82.8 kcal per mole. The LUMO energy comes out at 0.26 eV. For the strongest force on any atom, the calculation gives 0.1018 hartree/bohr.

```
! wB97M-V def2-TZVPD RIJCOSX def2/J DEFGRID3
* xyz 0 1
C -3.22 1.01 3.12
C -2.15 1.28 2.13
C -1.34 1.57 1.34
C -0.37 1.64 0.31
C -0.90 2.03 -1.03
C 0.31 2.11 -1.92
N 0.78 1.16 0.47
C 1.49 0.82 1.53
C 2.04 -0.39 1.69
C 2.14 -1.44 0.76
C 1.46 -1.57 -0.41
O 1.43 -2.66 -1.23
C 0.43 -2.82 -1.98
N 0.62 -3.94 -2.82
O -0.48 -2.03 -2.14
H -4.03 1.80 3.06
H -2.89 1.13 4.27
H -3.56 -0.04 2.91
H -1.54 1.31 -1.33
H -1.49 2.98 -1.07
H 0.53 1.05 -2.37
H 1.24 2.26 -1.26
H 0.07 2.78 -2.64
H 1.49 1.45 2.37
H 2.56 -0.57 2.58
H 2.70 -2.28 1.16
H 0.86 -0.71 -0.70
H 0.22 -3.78 -3.74
H 1.59 -4.15 -3.05
*
```


> Which formula does entry 1 have?

C2H8N5